This record from OMol25 describes a structure of composition C14H16N3O12PS. The level of theory is the ωB97M-V functional and the def2-TZVPD basis.

Calculated values
DFT total energy: -63936.6761 eV
Spin multiplicity: 1
Gap between HOMO and LUMO: 9.514 eV
F_max: 5.07 eV Å⁻¹

```
47
C14H16N3O12PS, DFT the ωB97M-V functional and the def2-TZVPD basis
N -4.840 1.148 4.456
C -5.368 0.121 3.569
O -6.474 -0.515 4.230
S -5.700 -1.647 5.206
O -5.723 -1.109 6.582
O -6.386 -2.937 5.023
O -4.152 -1.666 4.538
C -4.394 -1.060 3.252
O -4.862 -2.087 2.418
P -2.914 -0.382 2.287
O -3.258 0.916 1.595
O -2.535 -1.499 1.120
O -1.616 -0.228 3.304
H -3.829 1.157 4.504
H -5.275 1.123 5.371
H -5.636 0.657 2.637
H -4.470 -2.918 2.708
H -3.235 -1.498 0.457
H -1.247 0.653 3.149
C 0.428 0.506 0.568
C 1.812 0.422 0.663
C 2.612 1.311 -0.039
C 2.012 2.283 -0.829
C 0.630 2.372 -0.936
C -0.163 1.477 -0.233
N 2.851 3.237 -1.553
O 4.055 3.117 -1.455
O 2.299 4.092 -2.211
H -0.193 -0.187 1.120
H 2.268 -0.337 1.287
H 3.688 1.240 0.038
H 0.165 3.126 -1.556
H -1.242 1.536 -0.305
C 6.005 -0.011 -4.550
C 5.918 -1.385 -4.741
C 4.699 -2.031 -4.594
C 3.574 -1.288 -4.260
C 3.652 0.083 -4.061
C 4.875 0.721 -4.206
N 2.282 -1.961 -4.127
O 2.251 -3.162 -4.289
O 1.314 -1.279 -3.865
H 6.958 0.492 -4.669
H 6.801 -1.952 -5.007
H 4.638 -3.100 -4.744
H 2.776 0.660 -3.796
H 4.947 1.791 -4.055
```

---

This record from OMol25 describes a cluster of 5 separate species, C14H16N5O11 in total. The level of theory is the ωB97M-V functional and the def2-TZVPD basis.

Calculated values
DFT total energy: -44735.2067 eV
ΔE to the lowest compared entry with this formula, charge and spin: 17.1 kcal/mol
Charge: -1
Spin multiplicity: 1
Gap between HOMO and LUMO: 5.118 eV
F_max: 5.09 eV Å⁻¹

```
46
C14H16N5O11, DFT the ωB97M-V functional and the def2-TZVPD basis
N 2.757 -4.250 0.640
O 1.633 -3.925 0.434
O 3.080 -4.765 1.757
O 3.600 -4.078 -0.232
C 2.385 1.858 -1.490
N 3.222 1.519 -2.642
O 3.960 0.532 -2.686
O 3.003 2.152 -3.685
H 2.215 0.904 -0.991
H 1.498 2.358 -1.878
H 2.931 2.577 -0.878
C -2.135 -3.977 5.533
N -1.222 -3.473 6.626
O 0.010 -3.774 6.487
O -1.645 -2.640 7.465
H -1.749 -3.701 4.552
H -3.078 -3.485 5.772
H -2.310 -5.021 5.795
C -1.044 -0.806 -5.706
C -0.644 -1.085 -6.970
C -0.869 -0.190 -8.020
C -1.561 0.982 -7.759
C -1.980 1.264 -6.489
C -1.623 0.355 -5.482
N -1.867 1.876 -8.908
O -1.839 1.372 -10.010
O -2.262 2.952 -8.628
H -0.735 -1.370 -4.838
H -0.129 -2.022 -7.121
H -0.592 -0.412 -9.040
H -2.430 2.181 -6.138
H -1.836 0.838 -4.540
C -1.514 2.346 4.217
C -0.811 1.354 3.515
C 0.391 0.967 4.138
C 0.826 1.640 5.255
C 0.178 2.715 5.855
C -1.084 3.054 5.406
N 2.188 1.177 5.758
O 2.603 0.037 5.388
O 2.813 1.913 6.535
H -2.526 2.477 3.862
H -1.223 0.907 2.623
H 0.820 0.025 3.828
H 0.487 3.027 6.842
H -1.895 3.613 5.850
```

---

This record from OMol25 describes a cluster of 2 separate species, C14H16O in total. The level of theory is the ωB97M-V functional and the def2-TZVPD basis.

Calculated values
DFT total energy: -16824.9290 eV
ΔE to the lowest compared entry with this formula, charge and spin: 7.1 kcal/mol
Spin multiplicity: 1
Gap between HOMO and LUMO: 9.208 eV
F_max: 1.19 eV Å⁻¹

```
31
C14H16O, DFT the ωB97M-V functional and the def2-TZVPD basis
C -0.744 -3.277 0.461
C -1.707 -2.125 0.614
C -1.858 -1.258 -0.464
C -2.718 -0.173 -0.426
C -3.513 0.022 0.697
O -4.428 1.027 0.790
C -3.448 -0.880 1.755
C -2.556 -1.935 1.697
H 0.264 -2.882 0.318
H -1.060 -3.910 -0.373
H -0.686 -3.910 1.342
H -1.273 -1.411 -1.368
H -2.879 0.377 -1.348
H -4.507 1.464 -0.063
H -4.117 -0.617 2.560
H -2.567 -2.653 2.492
C 4.014 0.569 -1.955
C 2.999 1.207 -1.054
C 1.636 0.926 -1.164
C 0.720 1.379 -0.232
C 1.122 2.280 0.751
C 2.457 2.652 0.816
C 3.377 2.098 -0.050
H 5.017 0.702 -1.543
H 4.022 0.989 -2.964
H 3.849 -0.505 -1.976
H 1.280 0.354 -2.018
H -0.331 1.145 -0.341
H 0.396 2.736 1.422
H 2.806 3.274 1.632
H 4.434 2.336 -0.008
```